Record 1
{
  "formula": "C2H4NO2",
  "method": "ωB97M-V with the def2-TZVPD basis set",
  "elements": ["O", "O", "N", "C", "C", "H", "H", "H", "H"],
  "positions_angstrom": [[-1.59012, 0.41814, 0.11627], [3.97389, 0.26205, 0.37082], [1.77497, -0.27879, -0.21937], [2.93734, 0.01758, 0.10985], [-2.78002, 0.18198, 0.10311], [-3.34400, 0.02196, -0.88949], [1.10040, 0.48746, -0.42931], [1.38016, -1.32361, -0.16241], [-3.45260, 0.21324, 1.00052]],
  "forces_ev_per_angstrom": [[-0.677, -0.482, 0.233], [3.913, 1.005, 1.052], [-3.377, -2.329, -0.432], [-2.226, -0.867, -0.622], [-0.562, 0.581, -1.154], [0.783, -0.011, 1.135], [0.225, -0.697, 0.174], [1.182, 2.936, -0.122], [0.740, -0.137, -0.264]],
  "mulliken_charge": [-0.42, 0.00, -0.28, 0.62, -0.03, 0.21, 0.29, 0.37, 0.24],
  "e_above_lowest_kcal_mol": 31.8,
  "spin_multiplicity": 1,
  "total_charge": 1,
  "homo_energy_ev": -13.7
}

=====

Record 2
{
  "formula": "C2H4NO3P",
  "method": "ωB97M-V with the def2-TZVPD basis set",
  "elements": ["P", "O", "O", "O", "N", "C", "C", "H", "H", "H", "H"],
  "positions_angstrom": [[-0.30484, 0.59320, 1.46912], [0.50877, 0.16780, 2.64358], [-0.45908, -1.04537, 0.16166], [-1.74831, 0.59461, 1.66850], [0.15780, -2.29908, -1.56912], [0.08684, -1.18989, -0.88245], [0.21924, 1.89423, 0.51793], [0.49606, -2.06640, -2.47136], [0.46626, -0.26297, -1.40038], [1.08670, 1.47499, 0.13083], [-0.50944, 2.13888, -0.26830]],
  "forces_ev_per_angstrom": [[-0.670, 0.924, 0.858], [1.156, -0.742, -0.494], [-1.648, 0.509, 5.627], [-2.885, -0.146, 0.412], [-0.376, -1.025, 0.546], [1.823, 0.137, -5.254], [-0.814, 0.357, 0.194], [0.655, 0.256, -0.992], [0.155, -0.085, 0.298], [2.419, 0.030, -1.332], [0.183, -0.216, 0.139]],
  "mulliken_charge": [0.91, -0.77, -0.49, -0.76, -0.93, 0.27, -0.91, 0.20, 0.21, 0.14, 0.14],
  "e_above_lowest_kcal_mol": 30.7,
  "spin_multiplicity": 1,
  "total_charge": -2,
  "homo_energy_ev": 0.7,
  "smiles": "[H]/N=C/OP(=C)([O-])[O-]"
}

=====

Record 3
{
  "formula": "C2H4NO3P",
  "method": "ωB97M-V with the def2-TZVPD basis set",
  "elements": ["P", "O", "O", "O", "N", "C", "C", "H", "H", "H", "H"],
  "positions_angstrom": [[0.60320, -0.05937, -0.79396], [1.82206, 0.13477, 0.26541], [0.27534, 1.52295, -1.05383], [1.57636, -0.43528, -2.01922], [-1.20305, -0.05780, 1.13792], [-2.05016, -0.98208, 1.53114], [-2.57780, 0.14604, 0.89142], [-1.99367, -1.78846, 2.21769], [2.48896, 0.08015, -2.10571], [-0.58481, 1.70768, -1.23722], [1.64356, -0.26860, 1.16637]],
  "forces_ev_per_angstrom": [[0.374, -0.122, -0.541], [-0.158, -0.603, 2.332], [4.166, -0.845, 0.870], [2.631, 1.352, -1.166], [-1.424, -0.738, 0.622], [0.664, 2.106, -0.020], [0.509, -0.449, -0.123], [-0.072, -0.887, 0.012], [-2.896, -1.419, 0.504], [-3.961, 0.710, -0.793], [0.165, 0.895, -1.696]],
  "mulliken_charge": [0.47, -0.50, -0.44, -0.50, -0.10, 0.08, -0.32, 0.33, 0.33, 0.31, 0.33],
  "e_above_lowest_kcal_mol": 99.4,
  "spin_multiplicity": 1,
  "homo_energy_ev": -9.2,
  "smiles": "C1=CN=1.OP(O)O"
}

=====

Record 4
{
  "formula": "C2H4NO4S2",
  "method": "ωB97M-V with the def2-TZVPD basis set",
  "elements": ["S", "S", "O", "O", "O", "O", "N", "C", "C", "H", "H", "H", "H"],
  "positions_angstrom": [[-1.15744, -0.71352, 0.20810], [-4.99189, 0.05414, -0.65752], [-2.64357, -0.68090, -0.30552], [-0.79804, -2.12518, 0.43817], [-3.16671, 1.21860, 0.80974], [-1.17456, -0.18526, 1.81986], [1.25804, -0.31310, -0.72207], [-3.56320, 0.32423, 0.09030], [-0.09202, -0.13872, -1.15617], [-1.99720, 0.22401, 2.03230], [-0.52532, 0.95476, -1.14937], [1.47405, 0.21188, 0.07142], [1.48917, -1.28163, -0.77976]],
  "forces_ev_per_angstrom": [[1.368, -3.446, 0.621], [-1.667, -0.124, -0.506], [1.204, -0.499, 0.426], [-0.434, 1.738, -0.227], [0.374, 0.135, 0.608], [1.362, -1.045, -1.429], [-1.382, 0.471, -2.382], [-0.533, 1.049, -0.250], [-1.776, 2.005, 1.767], [-1.368, 1.140, -0.140], [1.452, -1.446, -0.523], [0.996, 0.316, 1.437], [0.404, -0.294, 0.599]],
  "mulliken_charge": [1.07, -0.49, -0.21, -0.67, -0.67, -0.54, -0.51, 0.40, -0.50, 0.39, 0.22, 0.25, 0.28],
  "e_above_lowest_kcal_mol": 26.2,
  "spin_multiplicity": 1,
  "total_charge": -1,
  "homo_energy_ev": -4.4,
  "smiles": "NC=[S@@](=O)(O)OC([O-])=S"
}

=====

Quick rundown of DFT total energy, same order as above: -283.50556 -700.41335 -700.34433 -1230.66297 Ha